[1]
Below is 3 unconnected molecules or ions with the total composition C19H30ClN3O5S3, with properties calculated with ωB97M-V/def2-TZVPD.

E_LUMO (eV): -1.474
HOMO level (hartree): -0.3056

```
! RIJCOSX wB97M-V def2-TZVPD def2/J DEFGRID3
* xyz 0 1
C -0.367 2.596 0.879
C -0.688 1.019 0.422
C -2.342 0.899 0.234
C -2.971 1.002 -1.312
O -1.983 1.149 -2.392
C -1.887 -0.053 -3.234
C -1.476 -1.429 -2.443
C 0.128 -1.606 -2.143
O -1.846 -2.556 -3.362
C -4.602 0.932 -1.481
C -5.312 1.075 -2.951
C -5.756 -0.337 -3.653
C -6.718 -1.300 -2.739
Cl -8.462 -0.679 -2.530
C -5.492 0.734 -0.080
N -6.996 0.659 0.106
S -7.546 0.417 1.756
N -5.992 0.414 2.592
C -4.938 0.598 1.486
C -3.304 0.696 1.573
O -2.603 0.633 2.885
C -2.119 -0.761 3.117
N -1.823 -1.977 3.446
H 0.698 2.877 0.417
H -0.358 2.623 2.049
H -1.143 3.316 0.375
H -0.324 0.251 1.230
H -0.109 0.876 -0.596
H -2.860 -0.163 -3.904
H -1.007 0.159 -4.012
H -2.062 -1.631 -1.451
H 0.833 -1.243 -3.016
H 0.322 -2.780 -2.052
H 0.469 -1.169 -1.086
H -0.971 -2.844 -3.805
H -4.594 1.726 -3.631
H -6.313 1.702 -2.782
H -4.871 -0.991 -4.060
H -6.402 -0.041 -4.613
H -6.814 -2.331 -3.333
H -6.167 -1.559 -1.739
C 4.980 0.734 0.282
S 3.344 -0.032 0.392
O 2.352 0.942 -0.170
C 3.220 0.048 2.195
H 5.251 0.822 -0.773
H 4.959 1.728 0.735
H 5.713 0.104 0.791
H 3.307 1.084 2.532
H 4.010 -0.560 2.644
H 2.246 -0.349 2.494
C 9.780 -0.261 2.641
S 8.144 -1.026 2.751
O 7.152 -0.052 2.188
C 8.020 -0.947 4.554
H 10.051 -0.172 1.586
H 9.759 0.733 3.094
H 10.513 -0.890 3.150
H 8.107 0.090 4.891
H 8.810 -1.554 5.003
H 7.046 -1.343 4.853
*
```

[2]
Below is 3 unconnected molecules or ions with the total composition C19H30F3N5O9P3S, with properties calculated with ωB97M-V/def2-TZVPD.

E_LUMO (eV): -3.912
HOMO level (hartree): -0.4163

```
! RIJCOSX wB97M-V def2-TZVPD def2/J DEFGRID3
* xyz 1 1
N 3.402 -2.020 1.433
P 4.375 -1.246 0.502
C 3.554 -1.151 -1.232
P 3.926 -2.818 -1.960
O 5.378 -3.024 -1.803
O 3.533 -2.906 -3.511
O 3.023 -3.844 -1.195
N 4.178 -0.102 -2.077
C 3.417 0.212 -3.179
N 3.940 1.088 -4.024
S 3.205 1.570 -5.501
N 2.198 -0.327 -3.441
C 1.307 -0.771 -2.338
C 0.150 0.255 -2.425
O -0.809 -0.020 -1.424
C -2.039 0.554 -1.588
F -2.009 1.582 -2.451
F -2.468 1.009 -0.413
F -2.912 -0.347 -2.042
C 0.648 -2.122 -2.619
C 0.159 -2.921 -1.596
C -0.482 -4.111 -1.924
N -0.663 -4.549 -3.162
C -0.216 -3.766 -4.139
C 0.436 -2.563 -3.925
C 2.085 -0.729 -1.004
P 2.006 0.922 -0.139
O 2.573 0.897 1.223
H 3.049 -1.468 2.208
H 4.710 0.091 0.777
H 5.579 -1.921 0.278
H 4.313 -2.637 -4.019
H 3.599 -4.455 -0.704
H 5.109 -0.410 -2.368
H 4.854 1.464 -3.799
H 2.997 2.849 -5.145
H 2.196 -0.939 -4.249
H -0.290 0.113 -3.415
H 0.515 1.287 -2.394
H 0.236 -2.650 -0.553
H -0.862 -4.732 -1.121
H -0.379 -4.102 -5.156
H 0.753 -1.975 -4.779
H 1.706 -1.412 -0.238
H 0.663 1.322 -0.092
H 2.674 1.839 -0.985
O 0.042 -0.802 2.631
C -0.319 0.286 2.992
O 0.497 1.161 3.609
C -0.242 2.334 4.006
C -1.470 2.361 3.107
C -1.712 0.874 2.874
H -0.505 2.228 5.061
H 0.402 3.202 3.892
H -2.304 2.894 3.543
H -1.223 2.847 2.159
H -2.339 0.434 3.652
H -2.136 0.654 1.901
O -4.228 4.369 3.731
C -4.983 3.473 3.968
O -4.631 2.170 3.798
C -5.763 1.316 4.060
C -6.690 2.139 4.944
C -6.415 3.558 4.452
H -6.223 1.056 3.104
H -5.407 0.408 4.540
H -7.731 1.833 4.869
H -6.386 2.046 5.987
H -7.045 3.832 3.603
H -6.507 4.312 5.228
*
```

[3]
Below is a molecular structure, C19H30IrN7O6S4, with properties calculated with ωB97M-V/def2-TZVPD.

Energy relative to the best compared isomer or geometry (same formula, charge and spin) (kcal/mol): 0.0
E_LUMO (alpha / beta) (eV): -2.815 / -4.979
HOMO level (alpha / beta) (hartree): -0.4297 / -0.4290
<S²>: 0.756

```
! RIJCOSX wB97M-V def2-TZVPD def2/J DEFGRID3
* xyz 1 2
Ir -0.743 -0.532 0.507
O -2.070 3.096 1.016
S -1.047 2.110 1.061
O -0.728 1.454 -0.260
O -1.334 0.922 1.934
C 0.433 2.927 1.632
C 0.222 4.196 2.150
C 1.280 4.935 2.664
C 2.555 4.404 2.669
C 2.779 3.136 2.145
C 1.735 2.396 1.621
S 2.191 0.832 0.902
O 2.145 0.960 -0.527
O 3.432 0.419 1.492
O 1.115 -0.087 1.447
H -0.778 4.602 2.152
H 1.095 5.922 3.065
H 3.383 4.968 3.076
H 3.771 2.706 2.140
C 2.888 -3.221 2.641
N 1.630 -2.626 2.228
C 0.476 -3.271 2.184
S -1.020 -2.521 1.741
N 0.434 -4.557 2.536
C -0.758 -5.397 2.521
H 3.672 -2.486 2.480
H 3.112 -4.108 2.044
H 2.882 -3.488 3.701
H 1.575 -1.610 2.134
H 1.246 -4.928 3.002
H -1.397 -5.196 3.381
H -0.441 -6.435 2.542
H -1.325 -5.218 1.611
C 1.281 0.845 -3.313
N 0.422 -0.192 -2.757
C -1.001 -0.012 -2.992
C 0.895 -1.156 -1.955
N 0.178 -1.630 -0.928
N 2.102 -1.687 -2.234
C 2.606 -1.808 -3.595
C 2.917 -2.306 -1.204
H 0.877 1.815 -3.021
H 1.315 0.788 -4.403
H 2.280 0.765 -2.901
H -1.156 0.158 -4.059
H -1.397 0.839 -2.441
H -1.541 -0.911 -2.709
H 0.498 -2.536 -0.617
H 1.829 -1.547 -4.306
H 2.903 -2.843 -3.774
H 3.472 -1.165 -3.756
H 2.738 -3.384 -1.128
H 2.728 -1.828 -0.248
H 3.966 -2.152 -1.454
C -4.740 2.940 -2.683
C -4.636 2.185 -1.397
C -5.306 2.571 -0.241
C -5.132 1.801 0.893
N -4.345 0.726 0.903
C -3.745 0.468 -0.239
S -2.746 -1.022 -0.239
N -3.846 1.104 -1.389
H -5.557 3.658 -2.661
H -4.885 2.247 -3.510
H -3.809 3.480 -2.864
H -5.947 3.441 -0.233
H -5.630 2.043 1.825
*
```

[4]
Below is a molecular structure, C19H30IrNO4Sb, with properties calculated with ωB97M-V/def2-TZVPD.

Energy relative to the best compared isomer or geometry (same formula, charge and spin) (kcal/mol): 2.0
E_LUMO (alpha / beta) (eV): -8.230 / -8.217
HOMO level (alpha / beta) (hartree): -0.4985 / -0.4966
<S²>: 0.773

```
! RIJCOSX wB97M-V def2-TZVPD def2/J DEFGRID3
* xyz 2 2
Ir -1.011 -0.355 -0.531
O 0.132 -3.886 -2.117
C -0.423 -2.892 -1.751
O 0.177 -1.944 -1.012
C -1.883 -2.590 -2.089
C -2.776 -3.349 -2.826
C -4.067 -2.842 -2.989
C -4.451 -1.621 -2.436
C -3.502 -0.917 -1.711
N -2.287 -1.436 -1.582
C -3.646 0.439 -0.997
O -4.670 1.047 -1.010
O -2.530 0.859 -0.376
H -2.471 -4.294 -3.251
H -4.787 -3.413 -3.560
H -5.447 -1.221 -2.556
C -0.674 3.723 0.335
C -0.203 2.942 1.566
C 0.868 3.686 2.340
C -1.394 2.562 2.450
Sb 0.595 1.059 0.800
C 2.736 0.868 -2.348
C 1.605 1.338 -3.151
C 3.724 1.828 -1.855
C 2.987 -0.560 -2.212
C 0.929 -2.032 2.960
C 1.579 -2.811 1.915
C 1.739 -1.363 3.977
C -0.527 -2.090 3.113
H -1.170 4.639 0.666
H -1.397 3.160 -0.255
H 0.165 4.028 -0.296
H 0.450 4.624 2.713
H 1.728 3.938 1.716
H 1.221 3.119 3.204
H -1.892 3.475 2.786
H -1.076 2.025 3.348
H -2.134 1.972 1.908
H 1.255 2.326 -2.860
H 0.796 0.615 -3.219
H 2.030 1.456 -4.164
H 3.368 2.854 -1.820
H 4.540 1.779 -2.598
H 4.178 1.512 -0.917
H 2.071 -1.139 -2.080
H 3.738 -0.798 -1.464
H 3.386 -0.864 -3.196
H 2.629 -2.565 1.782
H 1.028 -2.798 0.973
H 1.523 -3.854 2.273
H 2.653 -0.935 3.566
H 2.077 -2.183 4.634
H 1.188 -0.654 4.589
H -1.048 -2.342 2.193
H -0.942 -1.205 3.594
H -0.687 -2.920 3.823
*
```

[5]
Below is a molecular structure, C19H31IrNO6PS2, with properties calculated with ωB97M-V/def2-TZVPD.

Energy relative to the best compared isomer or geometry (same formula, charge and spin) (kcal/mol): 5.5
E_LUMO (alpha / beta) (eV): 2.483 / 2.001
HOMO level (alpha / beta) (hartree): -0.1740 / -0.2053
<S²>: 0.756

```
! RIJCOSX wB97M-V def2-TZVPD def2/J DEFGRID3
* xyz -1 2
Ir 0.812 0.442 -0.733
C -1.610 -0.022 3.588
C -1.552 -1.034 2.479
C -2.588 -1.150 1.557
C -2.501 -2.033 0.488
C -1.370 -2.815 0.324
C -0.342 -2.734 1.259
C -0.437 -1.856 2.325
H -0.653 0.491 3.681
H -1.850 -0.493 4.545
H -2.361 0.740 3.383
H -3.458 -0.510 1.657
H -3.304 -2.079 -0.239
H -1.258 -3.447 -0.548
H 0.563 -3.311 1.117
H 0.393 -1.759 3.015
O -0.062 3.069 2.270
C 0.258 2.478 1.265
O 0.342 1.181 1.139
C 0.643 3.228 -0.036
O 0.648 4.430 -0.119
O 1.002 2.421 -1.012
C 5.809 0.085 -3.304
C 4.295 0.162 -3.223
C 3.754 1.578 -3.236
O 3.780 -0.588 -2.105
P 4.182 -0.571 -0.569
S 5.446 -1.960 -0.074
S 2.420 -0.774 0.467
O 4.738 0.920 -0.424
C 4.975 1.704 0.776
C 3.747 2.528 1.098
C 5.447 0.877 1.957
H 6.147 0.536 -4.239
H 6.141 -0.952 -3.267
H 6.264 0.624 -2.473
H 3.870 -0.378 -4.073
H 4.218 2.188 -2.464
H 2.677 1.577 -3.063
H 3.955 2.026 -4.212
H 5.784 2.369 0.465
H 2.949 1.889 1.480
H 3.387 3.053 0.214
H 3.990 3.266 1.865
H 4.662 0.200 2.297
H 5.693 1.555 2.776
H 6.324 0.285 1.703
C 0.795 -1.284 -4.279
C -0.250 -0.513 -3.471
C -0.430 0.898 -4.034
C -1.582 -1.259 -3.435
N 0.245 -0.393 -2.118
H 0.441 -1.436 -5.302
H 0.987 -2.257 -3.825
H 1.732 -0.727 -4.309
H -0.773 0.848 -5.070
H 0.512 1.445 -3.996
H -1.164 1.450 -3.447
H -1.999 -1.347 -4.440
H -2.291 -0.724 -2.802
H -1.443 -2.260 -3.023
*
```

[6]
Below is a molecular structure, C19H31N10O2V, with properties calculated with ωB97M-V/def2-TZVPD.

Energy relative to the best compared isomer or geometry (same formula, charge and spin) (kcal/mol): 42.0
E_LUMO (alpha / beta) (eV): -8.604 / -8.732
HOMO level (alpha / beta) (hartree): -0.6032 / -0.6510
<S²>: 3.758

```
! RIJCOSX wB97M-V def2-TZVPD def2/J DEFGRID3
* xyz 3 4
V -0.770 -0.258 0.575
N 0.917 -0.827 -3.074
C 2.243 -1.375 -3.497
C 2.613 -2.547 -2.599
C 2.747 -2.152 -1.127
N 1.433 -1.856 -0.505
C 3.713 -0.974 -0.994
C 3.389 0.204 -1.911
N 2.099 0.817 -1.515
C 3.260 -0.242 -3.372
H 0.311 -1.566 -2.718
H 0.450 -0.356 -3.848
H 1.219 -0.076 -2.255
H 2.185 -1.722 -4.533
H 3.581 -2.927 -2.927
H 1.897 -3.361 -2.719
H 3.202 -3.005 -0.602
H 1.614 -1.670 0.482
H 0.889 -2.718 -0.548
H 4.711 -1.328 -1.248
H 3.747 -0.632 0.044
H 4.205 0.932 -1.825
H 2.060 1.777 -1.847
H 1.977 0.802 -0.504
H 4.229 -0.578 -3.733
H 2.966 0.604 -3.997
N -1.662 -4.027 2.212
C -0.659 -3.221 1.837
N -1.168 -2.091 1.374
C -2.519 -2.270 1.499
N -2.827 -3.443 2.002
C -3.393 -1.190 1.133
C -4.783 -1.208 1.333
N -5.518 -0.160 1.052
C -4.921 0.902 0.539
C -3.546 0.935 0.326
N -2.764 -0.103 0.640
H -1.627 -4.961 2.604
H 0.380 -3.466 1.948
H -5.274 -2.079 1.744
H -5.553 1.747 0.305
H -3.088 1.821 -0.090
O -0.517 1.222 -0.580
N -0.724 2.516 -0.509
C -0.935 3.105 0.685
C -1.141 4.463 0.777
C -1.121 5.241 -0.376
C -0.900 4.614 -1.598
C -0.713 3.250 -1.640
H -0.924 2.446 1.549
H -1.320 4.907 1.744
H -1.273 6.307 -0.319
H -0.879 5.180 -2.516
H -0.563 2.703 -2.561
C -1.206 0.256 4.037
C 0.161 0.152 3.429
N 1.196 0.203 4.256
O 0.333 0.009 2.195
H -1.237 1.022 4.808
H -1.477 -0.684 4.518
H -1.950 0.483 3.273
H 1.079 0.320 5.253
H 2.146 0.132 3.916
*
```

no.,molar mass (g/mol),maximum force (eV/A),E_tot (eV)
1,512.12,11.23,-79907.523
2,654.46,1.31,-92917.207
3,772.98,0.79,-89081.880
4,650.43,0.76,-39228.013
5,656.78,0.45,-67784.076
6,482.47,1.77,-64867.014